A) The following is a DFT calculation (wB97M-V/def2-TZVPD) of the molecule C21H20FN3O3.

```
48
Properties=species:S:1:pos:R:3
C 7.0901 0.1213 -1.0501
N 6.1515 0.7969 -0.1869
C 6.6178 1.9209 0.5892
C 4.8583 0.3928 -0.1145
C 4.4116 -0.7700 -0.7774
C 3.1060 -1.1695 -0.6969
C 2.1402 -0.4497 0.0410
C 0.8229 -0.9767 0.0511
C -0.3890 -0.6514 0.6173
C -0.7230 0.5028 1.4388
O -0.0099 1.4450 1.7216
N -2.0163 0.5021 1.9387
C -3.0286 -0.3970 1.7194
O -4.1146 -0.2697 2.2324
N -2.6962 -1.4418 0.8878
C -3.7633 -2.3536 0.5018
C -4.3236 -1.9748 -0.8790
C -4.7125 -0.5246 -0.8833
C -3.7865 0.4443 -1.2519
C -4.0941 1.7904 -1.1704
C -5.3469 2.1551 -0.7152
F -5.6564 3.4682 -0.6305
C -6.2924 1.2157 -0.3484
C -5.9639 -0.1241 -0.4323
C -1.4534 -1.6241 0.3011
O -1.2845 -2.5736 -0.4417
C 2.5913 0.7112 0.6969
C 3.8984 1.1140 0.6243
H 6.6938 0.0385 -2.0647
H 7.3218 -0.8828 -0.6806
H 8.0154 0.6901 -1.0965
H 6.3466 1.8036 1.6406
H 6.1980 2.8625 0.2216
H 7.7015 1.9811 0.5261
H 5.1016 -1.3690 -1.3487
H 2.8038 -2.0701 -1.2124
H 0.7401 -1.8942 -0.5302
H -2.2574 1.2947 2.5237
H -4.5392 -2.2742 1.2642
H -3.3531 -3.3646 0.4746
H -5.1854 -2.6096 -1.0864
H -3.5555 -2.1652 -1.6298
H -2.8103 0.1444 -1.6072
H -3.3787 2.5488 -1.4474
H -7.2592 1.5373 0.0046
H -6.6875 -0.8685 -0.1364
H 1.8901 1.2998 1.2626
H 4.1807 2.0170 1.1395
```

SMILES string: CN(C)c1ccc(/C=C2\C(=O)NC(=O)N(CCc3ccc(F)cc3)C2=O)cc1
Frontier orbital gap, eV: 7.28
HOMO level, Eh: -0.2913

---

B) The following is a DFT calculation (wB97M-V/def2-TZVPD) of the molecule C21H20FN3O3.

```
48
Properties=species:S:1:pos:R:3
C 3.0230 2.2419 1.8553
C 2.1924 1.0619 2.2179
C 0.7551 1.0814 1.6261
C 0.0755 -0.1514 2.0431
C -0.2417 -0.5532 3.3731
C -0.9229 0.2659 4.1729
C -1.2834 -0.1222 5.4480
C -0.9624 -1.3422 5.9885
F -1.3693 -1.5528 7.2371
C -0.1303 -2.1755 5.2226
C 0.1802 -1.7503 3.8952
N 0.0823 -1.1244 1.1611
N 0.4043 -0.4962 -0.0475
C 1.0280 -1.1773 -1.1562
C 0.2686 -2.1194 -1.9132
C 0.8189 -2.7979 -3.0643
C 2.0789 -2.3853 -3.5980
C 2.8676 -1.3771 -2.8418
C 2.2835 -0.8450 -1.6992
C 0.6333 0.9422 0.1241
C -0.5761 1.7450 -0.3723
O -1.7454 1.5060 0.0449
N -0.4934 2.7333 -1.3703
C -1.6626 3.4398 -1.9013
C -0.9999 4.5496 -2.6954
O 0.4152 4.4555 -2.4981
C 0.7236 3.3583 -1.7465
O 1.8497 2.9837 -1.5565
H 3.5677 2.2709 0.8753
H 2.4369 3.1451 1.9775
H 3.8518 2.2072 2.5384
H 2.6585 0.1371 1.7668
H 2.0888 0.7949 3.3400
H 0.2951 1.9792 2.1326
H -1.1277 1.2871 3.9732
H -1.8103 0.5837 6.1082
H 0.1714 -3.1053 5.7746
H 0.8151 -2.5328 3.3113
H -0.7709 -2.2241 -1.6290
H 0.1334 -3.5158 -3.6508
H 2.5167 -2.7980 -4.4940
H 3.8400 -0.9886 -3.2574
H 2.9312 -0.1247 -1.1575
H 1.5878 1.3040 -0.3175
H -2.2986 3.8510 -1.1796
H -2.2907 2.8836 -2.5662
H -1.3739 5.5531 -2.3731
H -1.1141 4.2984 -3.7216
```

SMILES string: CC[C@@H]1C(c2ccc(F)cc2)=NN(c2ccccc2)[C@H]1C(=O)N1CCOC1=O
Frontier orbital gap, eV: 8.21
HOMO level, Eh: -0.2823

---

Which one sits at the bottom of the stability order? B) does.

---

A) The following is a DFT calculation (wB97M-V/def2-TZVPD) of the molecule C6H10S2.

```
18
Properties=species:S:1:pos:R:3
S -1.0599 -2.3396 1.7889
C 0.0165 -1.6048 0.5163
S 0.7240 -2.9379 -0.4625
C 0.9142 -0.7030 1.2813
C 0.8273 0.6105 1.1339
C 0.1320 1.4444 0.1483
C -0.0919 0.4731 -1.0867
C -0.9562 -0.6979 -0.7863
H -1.5715 -1.1255 2.0674
H 1.4906 -3.3973 0.6474
H 1.7083 -1.0773 1.8780
H 1.4834 1.1244 1.9317
H -0.8388 1.7353 0.5515
H 0.5290 2.4160 -0.1249
H -0.5594 1.0728 -1.8733
H 0.8722 0.0133 -1.5269
H -2.1027 -0.3967 -0.7066
H -1.0286 -1.2657 -1.7060
```

SMILES string: SC1(S)C=CCCC1
Frontier orbital gap, eV: 9.41
HOMO level, Eh: -0.3181

---

B) The following is a DFT calculation (wB97M-V/def2-TZVPD) of a structure of composition C6H10S2.

```
18
Properties=species:S:1:pos:R:3
C 1.2916 1.7625 -0.3043
C 1.3036 0.6095 0.6603
C 1.7029 -0.6847 -0.0318
C -1.1438 -0.9304 -0.4090
C -1.8500 -1.5211 0.8176
C -1.6069 0.1373 -1.1175
H 0.6640 1.7797 -1.1933
H 2.2720 1.8498 -0.7631
H 1.1064 2.6289 0.2790
H 0.2610 0.4826 1.1111
H 1.9879 0.7415 1.4957
H -1.3697 -1.2085 1.7697
H -1.8700 -2.5953 0.7467
H -2.8739 -1.2509 0.8444
H -2.5963 0.5642 -0.9879
H -0.9524 0.7285 -1.9264
S 3.1588 -1.4128 -0.2259
S 0.5149 -1.6806 -0.7654
```

Frontier orbital gap, eV: 8.49
HOMO level, Eh: -0.3111

---

C) The following is a DFT calculation (wB97M-V/def2-TZVPD) of a cluster of 2 separate species, C6H10S2 in total.

```
18
Properties=species:S:1:pos:R:3
C 0.6126 0.6153 1.4615
C 0.0987 -0.1615 0.1811
C -0.2077 -1.6273 -0.0547
C 0.7847 -1.9107 -1.0728
C -0.9567 0.6910 -0.3629
C -0.6942 2.1950 -0.4680
H -0.2811 1.0677 2.2095
H 1.2002 -0.2468 2.1923
H 1.6502 1.5338 1.0410
H -1.1621 -2.0505 -0.3595
H 0.0004 -1.9372 1.0365
H 1.2802 -2.8758 -0.8892
H 0.4654 -1.8869 -2.2599
H -1.8130 0.6712 0.3601
H -1.1948 0.3358 -1.4360
H 0.1849 2.7275 -1.1072
S 1.8010 -0.3690 -0.8046
S -1.7688 3.2286 0.3326
```

Frontier orbital gap, eV: 8.24
HOMO level, Eh: -0.3183

---

Which one sits at the bottom of the stability order? C) does.

---

A) The following is a DFT calculation (wB97M-V/def2-TZVPD) of a structure of composition C38H34N5O5PtS.

```
84
Properties=species:S:1:pos:R:3
Pt -0.5878 0.4772 -0.7331
O 1.5608 -0.2549 1.0406
C 2.5524 -0.7565 0.1373
C 1.8792 -1.2745 -1.1607
O 2.4795 -2.0825 -1.8388
O 0.7133 -0.8176 -1.5272
C 3.2996 -1.9250 0.7785
C 4.6643 -2.1173 0.5956
C 5.3081 -3.1940 1.1842
C 4.5985 -4.0956 1.9656
C 3.2352 -3.9211 2.1386
C 2.5897 -2.8484 1.5395
C 3.5062 0.3902 -0.2028
C 4.0413 1.1301 0.8500
C 4.9484 2.1481 0.6113
C 5.3303 2.4488 -0.6914
C 4.8029 1.7166 -1.7430
C 3.8991 0.6866 -1.5009
H 1.6619 -0.7221 1.8763
H 5.2305 -1.4244 -0.0118
H 6.3714 -3.3269 1.0344
H 5.1055 -4.9298 2.4321
H 2.6671 -4.6264 2.7323
H 1.5133 -2.7627 1.6441
H 3.7499 0.8947 1.8661
H 5.3670 2.7023 1.4418
H 6.0474 3.2371 -0.8812
H 5.1098 1.9274 -2.7598
H 3.5286 0.0964 -2.3297
N -4.2998 0.7923 3.3726
C -4.7904 1.7181 2.5033
O -5.9111 2.1688 2.5700
C -3.8664 2.1496 1.3950
C -4.1002 3.3739 0.7826
C -3.2786 3.7684 -0.2563
C -2.2624 2.9268 -0.6691
N -2.0486 1.7354 -0.0915
C -2.8384 1.3552 0.9242
H -4.8853 0.5703 4.1620
H -3.3100 0.6606 3.4823
H -4.9239 3.9842 1.1287
H -3.4193 4.7146 -0.7590
H -1.6124 3.1949 -1.4916
H -2.6420 0.3711 1.3253
C -3.3564 -2.9904 -1.2404
S -1.7279 -2.2729 -1.3650
O -1.8398 -1.1098 -0.3361
C -0.7844 -3.5420 -0.5741
C 0.3155 -4.0283 -1.2616
C 1.0709 -5.0417 -0.6831
C 0.7145 -5.5485 0.5541
C -0.3864 -5.0389 1.2408
C -1.1374 -4.0215 0.6856
H -3.6013 -3.1563 -0.1939
H -3.3438 -3.9319 -1.7870
H -4.0591 -2.2959 -1.6959
H 0.6092 -3.5883 -2.2046
H 1.9470 -5.4140 -1.1950
H 1.3058 -6.3362 1.0022
H -0.6502 -5.4367 2.2121
H -1.9798 -3.6010 1.2197
C 1.9857 3.8376 -0.5744
C 1.2082 2.7490 -0.2464
N 0.6304 1.9976 -1.1961
C 0.8086 2.2969 -2.4855
C 1.5335 3.4056 -2.8937
C 2.1515 4.1671 -1.9088
C 1.7037 3.7490 -4.3139
C 0.8285 3.7017 -5.3202
C -0.6102 3.3730 -5.3452
C -1.2189 3.1735 -6.5797
C -2.5697 2.8763 -6.5901
N -3.2845 2.7913 -5.4720
C -2.6169 3.0156 -4.3477
N -1.3272 3.2986 -4.2151
H 2.4611 4.4088 0.2090
H 1.0529 2.4276 0.7731
H 0.3537 1.6254 -3.1957
H 2.7608 5.0174 -2.1897
H 2.6990 4.1034 -4.5631
H 1.2150 3.9759 -6.2954
H -0.6546 3.2450 -7.4989
H -3.0974 2.7010 -7.5204
H -3.1971 2.9577 -3.4320
```

Charge: +1
Frontier orbital gap, eV: 8.29
HOMO level, Eh: -0.4069

---

B) The following is a DFT calculation (wB97M-V/def2-TZVPD) of a structure of composition C38H34N5O5PtS.

```
84
Properties=species:S:1:pos:R:3
Pt 0.4568 -1.2861 0.7207
O 2.4721 0.8674 0.4893
C 2.1270 1.5729 -0.7065
C 1.2983 0.6191 -1.5927
O 1.2654 0.7602 -2.7933
O 0.5746 -0.2788 -1.0107
C 3.3858 1.9649 -1.4635
C 3.3932 3.0766 -2.2983
C 4.5274 3.4003 -3.0219
C 5.6688 2.6146 -2.9264
C 5.6628 1.4956 -2.1110
C 4.5230 1.1683 -1.3885
C 1.2679 2.7718 -0.3095
C 1.8469 3.7752 0.4643
C 1.0915 4.8422 0.9166
C -0.2584 4.9257 0.5941
C -0.8390 3.9363 -0.1808
C -0.0802 2.8607 -0.6282
H 3.3837 1.0985 0.7031
H 2.5044 3.6863 -2.3879
H 4.5198 4.2686 -3.6656
H 6.5543 2.8719 -3.4904
H 6.5398 0.8672 -2.0407
H 4.5294 0.2627 -0.7914
H 2.9019 3.7240 0.7050
H 1.5567 5.6174 1.5100
H -0.8459 5.7677 0.9341
H -1.8852 4.0000 -0.4503
H -0.5519 2.1072 -1.2468
N 2.8939 -2.0215 -4.1833
C 3.3429 -3.1437 -3.5823
O 4.1198 -3.9162 -4.1035
C 2.8598 -3.4281 -2.1775
C 3.2154 -4.6254 -1.5805
C 2.7967 -4.8603 -0.2827
C 2.0371 -3.9096 0.3690
N 1.6722 -2.7484 -0.2019
C 2.0954 -2.5304 -1.4610
H 3.2381 -1.8381 -5.1116
H 2.2337 -1.3706 -3.7893
H 3.8149 -5.3327 -2.1385
H 3.0472 -5.7743 0.2343
H 1.6961 -4.0964 1.3725
H 1.7909 -1.6108 -1.9041
C 0.6927 -2.7658 3.7972
S -0.2563 -2.6576 2.2937
O -0.4778 -4.0136 1.7930
C -1.8117 -2.0291 2.8897
C -2.9319 -2.5077 2.2257
C -4.1766 -1.9942 2.5592
C -4.2869 -1.0210 3.5404
C -3.1567 -0.5591 4.2029
C -1.9064 -1.0612 3.8799
H 0.1261 -3.3933 4.4815
H 0.8681 -1.7769 4.2115
H 1.6407 -3.2330 3.5438
H -2.8227 -3.2683 1.4664
H -5.0584 -2.3594 2.0518
H -5.2594 -0.6249 3.7996
H -3.2485 0.1910 4.9761
H -1.0310 -0.6924 4.3951
C -0.9187 2.2702 2.5928
C -0.1690 1.1792 2.2133
N -0.6639 0.2594 1.3723
C -1.8922 0.3956 0.8671
C -2.7178 1.4628 1.2046
C -2.2014 2.4057 2.0908
C -4.0681 1.6889 0.6730
C -4.8465 1.0947 -0.2420
C -4.6781 -0.0491 -1.1526
C -5.6840 -0.3009 -2.0814
C -5.5051 -1.3652 -2.9455
N -4.4221 -2.1353 -2.9098
C -3.5214 -1.8167 -1.9920
N -3.5913 -0.8246 -1.1145
H -0.4955 3.0068 3.2602
H 0.8446 1.0264 2.5514
H -2.2309 -0.3613 0.1720
H -2.8023 3.2624 2.3679
H -4.5241 2.5660 1.1227
H -5.8092 1.5750 -0.3770
H -6.5707 0.3146 -2.1306
H -6.2517 -1.6096 -3.6912
H -2.6290 -2.4301 -1.9516
```

Charge: +1
Frontier orbital gap, eV: 8.09
HOMO level, Eh: -0.4117

---

Which one sits at the bottom of the stability order? B) does.

---

A) The following is a DFT calculation (wB97M-V/def2-TZVPD) of a structure of composition C9H10O4.

```
23
Properties=species:S:1:pos:R:3
C 3.6774 0.3318 -0.0392
C 1.2185 0.5324 -0.0567
C -0.0346 -0.1711 -0.1731
C -0.1044 -1.5387 0.0793
C -1.3114 -2.3795 -0.1603
C -2.4878 -1.5882 0.0607
C -2.4749 -0.2182 -0.0597
C -1.2432 0.5366 -0.2260
C -1.6071 2.6306 0.5693
H 4.1188 -0.8032 0.0821
H 4.2804 0.9595 -0.9341
H 3.4304 0.5563 1.1868
H 1.9082 -1.9335 -0.1260
H -1.2387 -3.5760 -0.0917
H -3.3518 -1.9930 0.5471
H -3.4527 0.2370 -0.4817
H -2.3362 3.6327 -0.0700
H -0.6094 2.8314 1.1616
H -2.4361 2.0468 1.2159
O 2.2907 -0.2051 -0.2606
O 1.3521 1.7533 0.1683
O 0.9793 -2.2309 0.4135
O -1.3856 1.8362 -0.6283
```

Frontier orbital gap, eV: 8.77
HOMO level, Eh: -0.3098

---

B) The following is a DFT calculation (wB97M-V/def2-TZVPD) of the molecule C9H10O4.

```
23
Properties=species:S:1:pos:R:3
C -4.7503 -0.5815 -0.5056
O -3.7437 -0.6458 0.5675
C -2.5110 -0.0300 0.2556
C -1.5143 -1.0148 0.0564
C -0.1794 -0.7143 -0.0443
C 0.2159 0.6152 -0.0519
O 1.6419 0.9223 0.1804
C 2.4846 0.3320 -0.8975
C 3.6320 -0.3467 -0.0735
O 4.4922 -0.9747 -0.5654
O 3.3473 -0.2037 1.2388
C -0.8193 1.5816 -0.0241
C -2.1622 1.2552 0.0798
H -5.4069 -1.4347 -0.3839
H -5.3709 0.2965 -0.2380
H -4.2915 -0.3262 -1.5421
H -1.8305 -2.0909 0.1176
H 0.4893 -1.5467 0.0335
H 1.8366 -0.4217 -1.4477
H 2.8140 1.1788 -1.4739
H 2.7130 0.5054 1.3173
H -0.3414 2.4569 -0.1592
H -2.8880 2.0179 -0.3627
```

SMILES string: COc1ccc(OCC(=O)O)cc1
Frontier orbital gap, eV: 9.95
HOMO level, Eh: -0.3407

---

C) The following is a DFT calculation (wB97M-V/def2-TZVPD) of the molecule C9H10O4.

```
23
Properties=species:S:1:pos:R:3
C 0.0737 -0.6360 -3.8600
O 0.6404 -1.4032 -2.8563
C 0.6583 -0.7440 -1.6234
C 0.5728 -1.5741 -0.5161
C 0.5402 -0.9570 0.7348
C 0.6540 0.4381 0.9946
O 0.7581 1.0415 2.1868
C -0.2422 0.5922 3.0743
C -1.5858 1.0494 2.6814
O -1.7951 2.2717 2.7195
O -2.5302 0.1623 2.3158
C 1.0221 1.0996 -0.1574
C 0.9041 0.6000 -1.4241
H 0.7021 0.2646 -4.1308
H -0.0248 -1.1396 -4.8120
H -0.9596 -0.3232 -3.7133
H 0.4063 -2.6728 -0.6524
H 0.6955 -1.5050 1.6293
H -0.0342 -0.4622 3.1893
H -0.1173 1.2678 3.9087
H -2.3182 -0.7701 2.5786
H 1.2247 2.1408 -0.0064
H 0.7553 1.2593 -2.2609
```

SMILES string: COc1ccc(OCC(=O)O)cc1
Frontier orbital gap, eV: 8.93
HOMO level, Eh: -0.3143

---

Which one sits at the bottom of the stability order? A) does.

---

A) The following is a DFT calculation (wB97M-V/def2-TZVPD) of a cluster of 3 separate species, CH7NO2 in total.

```
11
Properties=species:S:1:pos:R:3
C -3.8474 -0.4785 0.4680
N -2.9230 -0.8425 1.2511
H -4.3817 -1.2907 -0.0298
H -4.0957 0.5579 0.2697
H -2.4787 -0.0341 1.6874
O -0.9008 1.3423 -0.6711
H -0.7592 1.4510 0.2772
H -1.2761 0.4566 -0.7440
O 6.9122 -0.6195 -0.5227
H 7.3520 0.2242 -0.6637
H 6.3983 -0.7668 -1.3222
```

SMILES string: C=N.O.O
Frontier orbital gap, eV: 11.44
HOMO level, Eh: -0.3881

---

B) The following is a DFT calculation (wB97M-V/def2-TZVPD) of a cluster of 3 separate species, CH7NO2 in total.

```
11
Properties=species:S:1:pos:R:3
C 0.7715 3.2735 -0.8831
N 1.5632 2.5940 -1.5741
H 1.1023 4.0259 -0.1670
H -0.3182 3.1997 -0.8860
H 1.0940 1.9353 -2.1835
O 0.5285 -4.4631 5.5335
H -0.2662 -4.0581 5.1680
H 1.3250 -4.3045 5.0150
O -1.5631 -0.6469 -3.2310
H -2.1618 -1.2767 -2.8172
H -2.0752 -0.2791 -3.9747
```

SMILES string: C=N.O.O
Frontier orbital gap, eV: 10.76
HOMO level, Eh: -0.3667

---

Which one sits at the bottom of the stability order? B) does.